19
Properties=species:S:1:pos:R:3:forces:R:3:mulliken_charge:R:1 method="wB97M-V/def2-TZVPD" spin_multiplicity=2 s2=0.7505 homo_lumo_gap_ev="3.7 / 10.5" relative_energy_kcal_mol=18.0 homo_ev="-2.8 / -9.9" total_energy_ha=-306.70087
C 1.3714 -0.3220 0.0291 -0.3 -1.4 -1.7 -1.361
C 0.9412 1.0862 -0.3958 -0.2 1.1 1.0 -0.806
C 0.5287 1.8628 0.8836 0.5 0.4 -0.3 -0.501
N -0.7114 1.2822 1.4763 1.1 0.6 -1.1 -0.792
N 0.1374 -1.2198 0.1114 0.4 -0.2 1.1 -1.008
H 1.8265 -0.4004 1.0291 -0.3 0.4 -0.1 0.478
H 2.0973 -0.8180 -0.6355 -0.4 0.4 0.0 0.532
H 1.7512 1.6045 -0.9192 0.1 -0.1 0.2 0.357
H 0.0518 1.2504 -1.0227 0.4 -1.1 -0.3 0.387
H 1.4012 1.8418 1.5673 -0.6 0.0 0.0 0.266
H 0.3595 2.9295 0.6338 0.0 -0.6 0.1 0.432
H -0.4164 0.6932 2.2475 -0.8 0.4 0.5 0.431
H -0.5955 -0.5310 0.3288 -0.6 -0.6 0.4 0.137
H -1.3560 2.0535 1.6554 0.2 -0.8 0.7 0.239
H 0.3002 -1.9225 0.9081 -0.2 0.5 0.6 1.167
H -0.2234 -1.9220 -0.5551 0.6 1.0 -1.1 0.240
H -2.5873 -1.6049 -1.9423 -0.1 -0.2 -0.3 0.360
H -1.5971 -2.6480 -2.6043 -0.3 0.1 -0.1 0.357
O -1.7431 -2.0576 -1.8580 0.4 0.0 0.3 -0.915

94
Properties=species:S:1:pos:R:3:forces:R:3:mulliken_charge:R:1 method="wB97M-V/def2-TZVPD" spin_multiplicity=2 s2=0.7665 homo_lumo_gap_ev="6.9 / 7.1" homo_ev="-10.3 / -10.5" charge=+1 total_energy_ha=-3711.33606
Cr 0.5751 -0.2042 -0.2669 0.1 0.8 -0.3 -0.614
C 2.0243 -1.7154 0.3768 -0.2 -0.1 -0.1 -0.702
C 0.8062 -2.0309 1.0466 0.1 -0.2 0.8 1.183
C 0.5106 -0.9025 1.9306 -0.3 -0.7 -0.5 0.849
C 1.5434 0.0256 1.7216 0.2 0.1 -0.1 -1.518
C 2.5127 -0.4674 0.8032 -0.1 0.1 0.1 1.066
C 3.9377 0.0537 0.6510 0.0 0.0 0.1 1.875
C 4.3314 0.4986 -0.7560 0.0 -0.1 0.0 -1.461
C 4.8607 -1.1049 1.0688 0.0 0.0 0.0 -1.722
C 4.1669 1.2123 1.6239 0.0 0.0 0.0 -1.804
C -0.5642 -0.6764 3.0088 0.1 0.1 0.1 1.998
C -2.0249 -0.7792 2.5432 0.0 0.0 0.0 -1.722
C -0.3931 0.7252 3.6170 0.0 0.0 0.0 -2.351
C -0.3451 -1.6559 4.1777 0.0 0.0 0.0 -2.052
C 0.3955 -3.5166 1.1469 0.0 0.0 -0.1 1.909
C 1.1773 -4.0826 2.3514 0.0 0.0 0.0 -1.498
C 0.8793 -4.3668 -0.0402 0.0 0.0 0.0 -1.883
C -1.0999 -3.7896 1.3081 0.0 0.0 0.0 -1.661
H 2.5209 -2.3774 -0.3136 0.0 0.0 0.0 0.356
H 1.6016 0.9867 2.2031 0.0 0.0 0.0 0.836
H 4.2887 -0.3300 -1.4663 0.0 0.0 0.0 0.279
H 5.3613 0.8619 -0.7341 0.0 0.0 0.0 0.526
H 3.6811 1.2891 -1.1202 0.0 0.0 0.0 0.013
H 4.7600 -1.9553 0.3924 0.0 0.0 0.0 0.338
H 4.6372 -1.4443 2.0827 0.0 0.0 0.0 0.367
H 5.9017 -0.7777 1.0401 0.0 0.0 0.0 0.425
H 3.5413 2.0712 1.3806 0.0 0.0 0.0 0.131
H 5.2097 1.5291 1.5749 0.0 0.0 0.0 0.503
H 3.9565 0.9173 2.6542 0.0 0.0 0.0 0.307
H -2.3802 0.1749 2.1574 0.0 0.0 0.0 0.471
H -2.6542 -1.0267 3.4010 0.0 0.0 0.0 0.598
H -2.1912 -1.5299 1.7773 0.0 0.0 0.0 -0.058
H -0.4424 1.5136 2.8653 0.0 0.0 0.0 0.474
H 0.5512 0.8200 4.1568 0.0 0.0 0.0 0.415
H -1.1987 0.8974 4.3328 0.0 0.0 0.0 0.453
H -0.6943 -2.6607 3.9553 0.0 0.0 0.0 0.300
H -0.9141 -1.3034 5.0398 0.0 0.0 0.0 0.581
H 0.7063 -1.7033 4.4670 0.0 0.0 0.0 0.369
H 2.2507 -3.9653 2.1888 0.0 0.0 0.0 0.275
H 0.9676 -5.1498 2.4512 0.0 0.0 0.0 0.451
H 0.9287 -3.6014 3.2899 0.0 0.0 0.0 0.297
H 1.9589 -4.3191 -0.1792 0.0 0.0 0.0 0.401
H 0.3923 -4.1242 -0.9781 0.0 0.0 0.0 0.307
H 0.6382 -5.4086 0.1752 0.0 0.0 0.0 0.515
H -1.5022 -3.4092 2.2423 0.0 0.0 0.0 0.186
H -1.2649 -4.8688 1.3058 0.0 0.0 0.0 0.606
H -1.6795 -3.3661 0.4832 0.0 0.0 0.0 0.069
Cl -0.6681 6.7228 1.9782 0.0 0.0 0.0 -0.209
C -0.1324 5.2256 1.2928 0.0 0.0 0.0 -0.087
C 1.2089 5.0865 0.8976 0.0 0.0 0.0 -0.937
C 1.6581 3.9133 0.3486 0.0 0.0 0.0 -0.767
C 0.7990 2.7949 0.1874 -0.1 0.0 -0.1 0.175
O 1.2413 1.7219 -0.3734 0.0 0.0 0.0 0.971
C -0.5553 2.9627 0.5764 0.0 -0.1 0.0 -0.077
C -1.5325 1.9653 0.2853 0.1 0.1 0.0 -0.055
N -1.3181 0.7600 -0.1362 0.1 0.1 0.2 2.073
C -2.4462 -0.0120 -0.5224 -0.1 0.0 0.0 -1.051
C -3.7747 0.2717 -0.3116 0.1 0.0 0.0 -0.407
C -4.7767 -0.5765 -0.8188 0.0 0.0 0.0 -1.161
C -4.4595 -1.6799 -1.5621 -0.1 0.0 0.0 -0.971
C -3.1057 -1.9927 -1.8029 0.1 0.1 0.0 1.555
C -2.6845 -3.0652 -2.6219 0.0 0.0 0.0 -1.208
C -1.3533 -3.2425 -2.8473 0.0 0.0 0.0 -0.875
C -0.4297 -2.3939 -2.2077 0.0 0.0 0.0 -1.554
N -0.7793 -1.4275 -1.3946 0.2 -0.1 0.1 1.690
C -2.1069 -1.1780 -1.2351 -0.1 -0.1 -0.1 -1.061
C -1.0022 4.1871 1.1195 0.0 0.0 0.0 -1.097
H 1.8824 5.9241 1.0251 0.0 0.0 0.0 0.445
H 2.6868 3.8144 0.0269 0.0 0.0 0.0 0.476
H -2.5595 2.3070 0.4014 0.0 0.0 0.0 0.004
H -4.0916 1.1385 0.2514 0.0 0.0 0.0 0.528
H -5.8117 -0.3320 -0.6208 0.0 0.0 0.0 0.419
H -5.2331 -2.3154 -1.9747 0.0 0.0 0.0 0.494
H -3.4255 -3.7101 -3.0785 0.0 0.0 0.0 0.515
H -0.9834 -4.0261 -3.4933 0.0 0.0 0.0 0.564
H 0.6288 -2.5091 -2.3814 0.0 0.0 0.0 0.690
H -2.0432 4.2990 1.3999 0.0 0.0 0.0 0.518
C -0.1020 4.6906 -2.9734 0.0 0.0 0.0 -1.276
C -0.4490 3.2654 -3.2408 0.0 0.0 0.0 1.061
C -1.6467 2.8235 -3.7410 0.0 0.1 0.0 -1.309
C -1.8215 1.4479 -3.9264 0.1 -0.1 0.0 1.155
N -0.8730 0.5582 -3.6283 -0.1 0.1 -0.1 -0.291
C 0.2821 0.9869 -3.1288 0.0 -0.1 0.2 0.251
S 1.5528 -0.0470 -2.6022 0.0 0.1 -0.2 -0.445
N 0.4814 2.3306 -2.9729 0.0 -0.1 0.1 0.202
C -3.1066 0.8943 -4.4448 0.0 0.0 0.0 -1.153
H -0.9463 5.3377 -3.1951 0.0 0.0 0.0 0.386
H 0.7455 4.9972 -3.5886 0.0 0.0 0.0 0.364
H 0.1782 4.8174 -1.9256 0.0 0.0 0.0 0.189
H -2.4281 3.5274 -3.9853 0.0 0.0 0.0 0.407
H 1.3489 2.5733 -2.5013 0.0 0.0 0.0 0.292
H -3.7854 1.6749 -4.7797 0.0 0.0 0.0 0.405
H -3.5874 0.3201 -3.6485 0.0 0.0 0.0 0.131
H -2.9012 0.2050 -5.2635 0.0 0.0 0.0 0.349

5
Properties=species:S:1:pos:R:3:forces:R:3:mulliken_charge:R:1 method="wB97M-V/def2-TZVPD" spin_multiplicity=7 s2=12.0070 homo_lumo_gap_ev="5.5 / 9.3" homo_ev="-23.7 / -27.3" charge=+3 total_energy_ha=-852.74751
O -1.5364 1.4356 -0.1218 0.1 -5.5 1.4 0.142
C -1.2032 0.3437 0.0940 4.6 5.2 -2.3 0.559
O 0.3965 -0.3316 -0.0590 -5.2 1.1 0.9 -0.577
Sm 2.6496 0.5522 -0.4106 0.6 0.5 -0.2 1.959
Li -0.3066 -1.9998 0.4973 -0.2 -1.2 0.3 0.918